Molecular formula: H6O3
Method: DFT, the ωB97M-V functional and the def2-TZVPD basis

Calculated values
structure (SMILES)	O.O.O
frontier orbital gap	12.13	eV

The geometry in XYZ format:
```
9
H6O3 the ωB97M-V functional and the def2-TZVPD basis
O 1.361 -2.182 4.328
H 0.748 -2.515 4.984
H 1.635 -2.959 3.840
O -2.719 2.266 -3.812
H -2.001 1.957 -3.259
H -3.448 1.680 -3.608
O 1.242 0.664 -1.128
H 2.188 0.520 -1.138
H 0.994 0.569 -0.208
```

Molecular formula: C6H15NO
Method: DFT, the ωB97M-V functional and the def2-TZVPD basis

Calculated values
structure (SMILES)	CC/C=C/NCC.O
frontier orbital gap	8.95	eV

The geometry in XYZ format:
```
23
C6H15NO the ωB97M-V functional and the def2-TZVPD basis
C 1.018 -1.814 -2.735
C 0.839 -2.217 -1.278
C 0.315 -1.124 -0.353
C 0.768 -1.144 0.893
N 0.592 -0.119 1.881
C -0.801 0.064 2.300
C -1.130 1.598 2.333
H 1.737 -2.483 -3.249
H 1.370 -0.786 -2.838
H 0.257 -1.910 -3.501
H 0.307 -3.167 -1.195
H 1.813 -2.593 -0.951
H -0.424 -0.467 -0.787
H 1.468 -1.930 1.173
H 1.331 -0.207 2.559
H -1.121 -0.390 3.235
H -1.461 -0.338 1.538
H -2.101 1.880 1.943
H -1.154 1.969 3.365
H -0.259 2.083 1.901
O -1.303 4.038 -1.995
H -0.556 4.389 -1.547
H -1.508 4.667 -2.691
```

Molecular formula: C52H51Cl3I2LaN5O4
Method: DFT, the ωB97M-V functional and the def2-TZVPD basis

Calculated values
frontier orbital gap	2.47	eV
total charge	-2

The geometry in XYZ format:
```
118
C52H51Cl3I2LaN5O4 the ωB97M-V functional and the def2-TZVPD basis
La -0.703 -1.879 0.421
C 1.776 -4.706 1.817
N 2.209 -3.295 1.648
C 3.635 -3.217 1.427
C 4.270 -4.223 0.456
C 3.952 -4.102 -1.044
N 3.832 -2.736 -1.497
C 2.653 -2.472 -1.930
C 2.283 -1.202 -2.563
C 3.211 -0.492 -3.308
C 2.862 0.635 -4.012
C 1.521 1.023 -4.018
C 0.583 0.317 -3.293
C 0.947 -0.784 -2.546
O 0.042 -1.445 -1.828
C 1.830 -2.534 2.851
C 2.119 -1.032 2.733
C 1.023 -0.139 3.399
N -0.268 -0.642 2.986
C -1.190 -0.552 3.845
C -2.522 -1.131 3.783
C -3.454 -0.588 4.674
C -4.748 -1.111 4.730
C -5.038 -2.190 3.889
C -4.131 -2.723 3.005
C -2.824 -2.248 2.958
O -1.872 -2.861 2.263
H 1.949 -5.269 0.909
H 0.676 -4.709 1.957
H 2.270 -5.197 2.700
H 4.193 -3.393 2.389
H 3.949 -2.227 1.096
H 4.063 -5.250 0.757
H 5.356 -4.094 0.560
H 3.064 -4.673 -1.261
H 4.776 -4.576 -1.638
H 1.839 -3.172 -1.886
H 4.209 -0.830 -3.369
H 3.558 1.211 -4.624
H 1.209 1.892 -4.587
H -0.450 0.635 -3.259
H 2.279 -2.969 3.737
H 0.757 -2.683 2.977
H 2.125 -0.755 1.678
H 3.132 -0.797 3.042
H 1.187 0.878 3.059
H 1.143 -0.145 4.498
H -0.944 -0.107 4.820
H -3.227 0.244 5.347
H -5.492 -0.772 5.441
H -6.035 -2.600 3.950
H -4.445 -3.565 2.398
Cl -5.749 -7.551 -1.162
C -4.347 -6.523 -0.920
C -4.404 -5.158 -1.169
C -3.279 -4.424 -0.879
Cl -3.316 -2.749 -1.173
C -2.042 -4.975 -0.389
O -0.975 -4.287 -0.206
C -2.103 -6.389 -0.185
Cl -0.707 -7.223 0.426
C -3.221 -7.126 -0.420
H -5.284 -4.676 -1.530
H -3.257 -8.191 -0.169
I -0.243 -4.054 -3.577
I 0.516 -6.699 -3.925
C -2.457 -0.041 0.676
C -2.917 1.045 0.324
C -3.484 2.211 -0.301
C -3.027 3.515 0.060
C -3.491 4.740 -0.494
C -2.862 5.938 -0.196
C -1.786 6.023 0.672
C -1.408 4.838 1.350
C -2.023 3.656 1.054
C -4.408 1.951 -1.413
C -4.744 2.776 -2.518
C -5.724 2.380 -3.437
C -6.442 1.218 -3.289
C -6.031 0.339 -2.302
C -5.046 0.685 -1.413
H -4.331 4.738 -1.178
H -3.237 6.889 -0.618
H -1.332 6.968 0.911
H -0.584 4.860 2.052
H -1.713 2.768 1.589
H -4.298 3.726 -2.647
H -5.972 3.065 -4.220
H -7.263 0.944 -3.942
H -6.435 -0.641 -2.223
H -4.675 -0.012 -0.682
C 3.921 5.446 -2.360
C 4.269 4.054 -1.862
N 4.482 4.026 -0.427
C 5.672 4.706 0.086
C 5.324 5.832 1.037
C 3.802 3.279 0.465
O 4.252 3.050 1.578
C 2.458 2.734 0.055
C 1.499 3.412 -0.713
C 0.318 2.797 -1.037
C 0.117 1.495 -0.665
N 0.991 0.840 0.092
C 2.122 1.437 0.444
H 3.846 5.451 -3.453
H 4.727 6.148 -2.099
H 2.964 5.762 -1.934
H 5.196 3.773 -2.395
H 3.458 3.373 -2.128
H 6.263 5.058 -0.761
H 6.309 4.002 0.629
H 4.772 6.623 0.525
H 6.221 6.321 1.393
H 4.752 5.485 1.898
H 1.648 4.447 -0.996
H -0.482 3.324 -1.578
H -0.794 0.978 -0.892
H 2.853 0.837 1.020
```

Molecular formula: C14H22FIN4O7
Method: DFT, the ωB97M-V functional and the def2-TZVPD basis

Calculated values
frontier orbital gap	5.34	eV

The geometry in XYZ format:
```
49
C14H22FIN4O7 the ωB97M-V functional and the def2-TZVPD basis
C 3.923 2.032 -0.679
C 2.468 2.124 -1.212
O 1.958 3.215 -1.208
N 1.646 1.027 -1.723
C 2.163 0.312 -2.857
C 3.653 -0.019 -3.131
O 1.365 -0.106 -3.652
N 0.986 0.262 -0.774
C -0.098 0.932 -0.067
C -1.444 0.787 -0.900
C -1.499 1.683 -2.189
I -2.211 0.422 -3.834
C 1.801 -0.643 0.037
C 2.380 -0.094 1.384
O 1.713 0.371 2.318
O 3.656 -0.206 1.508
C 0.864 -1.875 0.411
O 0.142 -1.911 1.355
N 0.924 -3.082 -0.448
C 0.197 -2.911 -1.657
O -0.973 -2.780 -1.658
F 0.918 -2.958 -2.813
H 3.983 2.287 0.407
H 4.243 0.965 -0.740
H 4.633 2.702 -1.206
H 4.175 -0.539 -2.300
H 4.179 0.964 -3.277
H 3.781 -0.560 -4.096
H -0.321 0.525 0.938
H 0.045 2.036 0.061
H -1.538 -0.282 -1.194
H -2.288 1.011 -0.202
H -0.549 2.191 -2.442
H -2.276 2.473 -2.092
H 2.651 -1.104 -0.525
H 1.913 -3.149 -0.728
C -2.736 -1.273 1.805
C -3.325 0.039 2.186
O -3.067 1.096 1.698
N -4.401 0.128 3.203
C -4.065 -0.427 4.546
H -1.868 -1.104 1.173
H -2.412 -1.823 2.690
H -3.477 -1.860 1.255
H -5.218 -0.360 2.822
H -4.608 1.132 3.230
H -3.990 -1.508 4.472
H -4.869 -0.156 5.227
H -3.127 0.012 4.880
```

Molecular formula: C36H32F3N4O20
Method: DFT, the ωB97M-V functional and the def2-TZVPD basis

Calculated values
frontier orbital gap	6.43	eV
total charge	+1

The geometry in XYZ format:
```
95
C36H32F3N4O20 the ωB97M-V functional and the def2-TZVPD basis
N -3.058 1.611 2.216
C -3.159 1.870 0.806
N -2.296 1.013 -0.058
C -2.715 1.169 -1.489
C -2.806 -0.150 -2.241
C -3.567 -1.234 -1.480
N -3.639 -0.907 -0.001
C -2.458 -0.315 0.276
N -1.483 -0.994 0.818
C -0.172 -0.453 1.121
F 0.569 -1.473 1.587
F -0.257 0.500 2.054
F 0.379 0.049 0.017
H -2.197 1.191 2.519
H -3.855 1.131 2.594
H -2.830 2.882 0.617
H -4.202 1.807 0.516
H -3.669 1.679 -1.558
H -2.002 1.794 -2.005
H -3.310 0.058 -3.172
H -1.823 -0.508 -2.514
H -4.548 -1.403 -1.901
H -2.986 -2.146 -1.593
H -3.668 -1.809 0.459
H -1.649 -1.973 1.046
C 0.345 3.989 7.036
C -0.883 3.505 6.803
C -1.127 2.409 5.804
O -2.268 2.009 5.657
C 0.005 1.887 5.064
C 1.233 2.369 5.292
C 1.483 3.451 6.308
O 2.629 3.820 6.463
O 2.309 1.942 4.652
O -1.964 3.948 7.427
H 0.533 4.775 7.753
H -0.189 1.110 4.343
H 3.059 2.453 5.012
H -2.714 3.432 7.080
C 5.472 2.845 -1.962
C 5.392 1.939 -0.979
C 4.073 1.426 -0.476
O 4.082 0.591 0.409
C 2.857 1.953 -1.069
C 2.934 2.860 -2.051
C 4.255 3.357 -2.570
O 4.232 4.167 -3.475
O 1.868 3.384 -2.639
O 6.457 1.425 -0.379
H 6.416 3.218 -2.333
H 1.916 1.593 -0.690
H 2.212 4.006 -3.310
H 6.113 0.794 0.281
C -8.442 0.370 -5.569
C -7.390 -0.340 -5.144
C -6.816 -0.159 -3.768
O -5.860 -0.857 -3.451
C -7.408 0.825 -2.891
C -8.463 1.542 -3.313
C -9.056 1.349 -4.685
O -10.017 2.025 -4.979
O -9.052 2.454 -2.572
O -6.783 -1.248 -5.897
H -8.865 0.247 -6.556
H -6.978 0.952 -1.908
H -9.784 2.818 -3.108
H -6.064 -1.622 -5.359
C -4.345 -6.730 -0.618
C -4.052 -5.450 -0.375
C -3.015 -5.053 0.647
O -2.773 -3.855 0.821
C -2.348 -6.086 1.389
C -2.640 -7.378 1.152
C -3.657 -7.783 0.117
O -3.853 -8.965 -0.051
O -2.069 -8.368 1.795
O -4.658 -4.452 -1.023
H -5.084 -7.027 -1.348
H -1.620 -5.787 2.129
H -2.449 -9.195 1.439
H -4.271 -3.638 -0.678
C 11.642 1.320 0.325
C 10.359 0.986 0.136
C 9.955 -0.137 -0.779
O 8.771 -0.408 -0.874
C 10.998 -0.844 -1.502
C 12.281 -0.506 -1.319
C 12.687 0.594 -0.378
O 13.873 0.826 -0.257
O 13.283 -1.107 -1.940
O 9.356 1.618 0.728
H 11.942 2.124 0.982
H 10.697 -1.638 -2.171
H 14.098 -0.674 -1.624
H 8.541 1.206 0.390
```

Molecular formula: C26H31Cl2HfN6O2SSi
Method: DFT, the ωB97M-V functional and the def2-TZVPD basis

Calculated values
frontier orbital gap	6.93	eV
total charge	+1

The geometry in XYZ format:
```
70
C26H31Cl2HfN6O2SSi the ωB97M-V functional and the def2-TZVPD basis
Hf -0.042 0.030 0.137
C 3.957 4.466 -0.526
C 2.759 4.240 -1.442
N 1.573 3.913 -0.674
C 1.403 2.723 -0.092
S 0.122 2.522 1.032
N 2.306 1.780 -0.353
N 2.023 0.553 0.062
C 2.949 -0.368 0.096
C 4.384 -0.072 -0.200
C 2.477 -1.707 0.384
C 3.332 -2.817 0.353
C 2.812 -4.077 0.563
C 1.453 -4.211 0.823
C 0.673 -3.069 0.865
N 1.154 -1.847 0.646
H 4.866 4.594 -1.108
H 4.075 3.602 0.123
H 3.810 5.349 0.091
H 2.958 3.401 -2.112
H 2.552 5.132 -2.033
H 0.976 4.655 -0.340
H 4.520 1.006 -0.200
H 4.659 -0.455 -1.181
H 5.039 -0.519 0.545
H 4.381 -2.679 0.141
H 3.453 -4.944 0.515
H 1.011 -5.181 0.977
H -0.385 -3.128 1.086
Cl -3.067 1.115 -6.614
C -2.427 1.120 -5.017
C -2.972 2.012 -4.075
C -2.510 2.017 -2.786
Cl -3.143 3.088 -1.603
C -1.467 1.140 -2.361
O -1.043 1.189 -1.150
C -0.899 0.279 -3.352
C 0.180 -0.564 -2.995
O 0.641 -0.728 -1.846
C -1.406 0.277 -4.673
H -3.749 2.697 -4.374
H 0.658 -1.115 -3.820
H -0.992 -0.410 -5.396
C -2.510 -2.402 -2.152
C -2.880 -1.880 -0.793
C -4.149 -2.096 -0.288
C -4.458 -1.639 0.992
C -3.488 -1.026 1.746
C -2.206 -0.840 1.197
N -1.929 -1.247 -0.083
N -1.143 -0.301 1.810
Si -0.886 -0.114 3.526
C 0.974 0.326 3.575
C -1.947 1.261 4.304
C -1.146 -1.803 4.384
H -2.873 -3.424 -2.261
H -1.429 -2.393 -2.287
H -2.972 -1.803 -2.938
H -4.885 -2.619 -0.878
H -5.447 -1.785 1.399
H -3.678 -0.665 2.743
H 1.136 1.380 3.372
H 1.547 -0.251 2.846
H 1.390 0.126 4.557
H -1.876 2.183 3.733
H -1.610 1.470 5.315
H -2.997 0.991 4.364
H -0.415 -2.536 4.053
H -2.132 -2.212 4.184
H -1.045 -1.708 5.460
```

Molecular formula: C4H12
Method: DFT, the ωB97M-V functional and the def2-TZVPD basis

Calculated values
structure (SMILES)	CC.CC
frontier orbital gap	12.79	eV

The geometry in XYZ format:
```
16
C4H12 the ωB97M-V functional and the def2-TZVPD basis
C 0.735 0.502 2.344
C 0.555 1.531 1.217
H 0.015 -0.309 2.240
H 1.733 0.073 2.276
H 0.524 0.944 3.316
H 1.282 2.336 1.319
H -0.418 2.003 1.330
H 0.649 1.042 0.257
C -0.956 -0.317 -1.715
C -0.311 -1.689 -1.803
H -0.579 0.372 -0.964
H -0.925 0.185 -2.684
H -2.032 -0.392 -1.519
H 0.673 -1.631 -2.273
H -0.149 -2.143 -0.826
H -0.911 -2.351 -2.426
```

Molecular formula: C5H11NO
Method: DFT, the ωB97M-V functional and the def2-TZVPD basis

Calculated values
structure (SMILES)	C=C/C(N)=C/C.O
frontier orbital gap	8.70	eV

The geometry in XYZ format:
```
18
C5H11NO the ωB97M-V functional and the def2-TZVPD basis
C -2.154 0.818 -1.029
C -1.284 0.598 -0.042
C 0.185 0.579 -0.153
N 0.699 0.660 -1.445
C 0.948 0.375 0.932
C 2.424 0.103 0.869
H -1.792 0.803 -2.049
H -3.098 1.274 -0.763
H -1.593 0.436 0.984
H 1.693 0.748 -1.556
H 0.227 0.161 -2.175
H 0.430 0.361 1.886
H 2.671 -0.924 0.571
H 2.885 0.717 0.088
H 2.903 0.305 1.815
O -0.990 -2.287 0.807
H -1.056 -3.029 0.194
H -0.050 -2.062 0.751
```

Molecular formula: C27H23N3O5S2
Method: DFT, the ωB97M-V functional and the def2-TZVPD basis

Calculated values
structure (SMILES)	COC(=O)c1ccc(-c2csc(NC(=O)c3ccc(S(=O)(=O)N4CCc5ccccc5C4)cc3)n2)cc1
frontier orbital gap	8.55	eV

The geometry in XYZ format:
```
60
C27H23N3O5S2 the ωB97M-V functional and the def2-TZVPD basis
C 3.155 4.344 -0.190
O 1.764 4.066 -0.216
C 1.304 3.169 0.666
O 2.002 2.641 1.500
C -0.141 2.902 0.501
C -0.890 3.500 -0.509
C -2.206 3.133 -0.705
C -2.786 2.151 0.096
C -4.119 1.627 -0.169
C -5.171 2.233 -0.795
S -6.511 1.156 -0.944
C -5.526 -0.068 -0.137
N -5.974 -1.348 0.042
C -5.166 -2.447 0.277
O -5.650 -3.512 0.564
C -3.706 -2.180 0.094
C -2.850 -2.131 1.186
C -1.515 -1.810 1.002
C -1.038 -1.576 -0.273
S 0.666 -1.069 -0.555
O 0.704 0.363 -0.583
O 1.132 -1.769 -1.721
N 1.395 -1.615 0.860
C 1.791 -3.009 0.773
C 3.314 -3.212 0.631
C 3.958 -2.048 -0.060
C 4.911 -2.181 -1.057
C 5.489 -1.053 -1.615
C 5.116 0.209 -1.185
C 4.150 0.350 -0.204
C 3.577 -0.776 0.361
C 2.445 -0.721 1.339
C -1.871 -1.678 -1.371
C -3.209 -1.977 -1.191
N -4.364 0.340 0.206
C -2.043 1.583 1.132
C -0.736 1.960 1.336
H 3.546 4.229 0.824
H 3.679 3.660 -0.860
H 3.279 5.369 -0.535
H -0.427 4.232 -1.151
H -2.776 3.575 -1.509
H -5.253 3.237 -1.155
H -6.973 -1.516 0.038
H -3.238 -2.314 2.176
H -0.839 -1.733 1.839
H 1.281 -3.425 -0.097
H 1.428 -3.527 1.669
H 3.751 -3.298 1.632
H 3.512 -4.141 0.097
H 5.202 -3.165 -1.396
H 6.232 -1.160 -2.392
H 5.572 1.084 -1.626
H 3.831 1.323 0.135
H 2.030 0.284 1.404
H 2.742 -1.058 2.338
H -1.457 -1.513 -2.353
H -3.871 -2.042 -2.042
H -2.507 0.831 1.750
H -0.146 1.519 2.124
```

Number 1: strongest force on any atom 0.00579 hartree/bohr, LUMO level 0.72 eV, E_tot -6239.6362 eV. Number 2: strongest force on any atom 0.03972 hartree/bohr, LUMO level 0.92 eV, E_tot -10001.1815 eV. Number 3: strongest force on any atom 0.03613 hartree/bohr, LUMO level 2.13 eV, E_tot -125024.4049 eV. Number 4: strongest force on any atom 0.08060 hartree/bohr, LUMO level -1.71 eV, E_tot -45980.7557 eV. Number 5: strongest force on any atom 0.02384 hartree/bohr, LUMO level -4.29 eV, E_tot -92905.0166 eV. Number 6: strongest force on any atom 0.03563 hartree/bohr, LUMO level -3.75 eV, E_tot -85567.2998 eV. Number 7: strongest force on any atom 0.02138 hartree/bohr, LUMO level 1.14 eV, E_tot -4342.3775 eV. Number 8: strongest force on any atom 0.02959 hartree/bohr, LUMO level 0.78 eV, E_tot -8899.6170 eV. Number 9: strongest force on any atom 0.02658 hartree/bohr, LUMO level 0.11 eV, E_tot -64751.2246 eV.